1.
Formula: C42H65GeN4O2P3S4W
Source: OMol25
Level of theory: ωB97M-V with the def2-TZVPD basis set

```
122
Properties=species:S:1:pos:R:3
S -1.6378 -6.6558 -2.4228
H 5.4022 -0.0698 2.8032
C -3.1644 -3.0368 2.2178
C -3.7127 1.1038 3.8395
H 0.0721 -1.8652 5.4718
H 4.3047 -1.8060 -2.0491
C 3.5487 4.6456 0.4889
H -1.9469 -1.1778 -3.7451
N -1.9159 1.5182 -0.1703
H 3.5763 5.9472 -1.2145
H -5.1516 -0.2246 1.8766
H 2.1842 -3.7139 0.4206
H 2.3430 -4.8453 -1.2219
C 1.8972 4.6179 -1.2344
H -1.0767 2.3262 2.0685
H -2.5432 6.7149 -0.0768
H -3.1451 -0.1652 -0.3488
C -4.8367 -1.2544 1.7316
C -0.3356 3.7100 -4.7217
H -4.8212 -1.4664 0.6643
C 1.3455 1.3768 2.3509
H 4.7753 -0.3806 0.3652
H -2.3197 -5.2964 -4.7150
H -1.1410 4.6442 -2.9672
H -0.7254 -2.9345 -2.7424
H 0.8151 -3.4894 -4.4979
C -2.8347 0.5806 0.3990
H 3.6845 -1.6493 2.1808
H -4.4118 1.5113 3.1139
C -2.2126 2.8442 -0.2151
O -2.7650 -4.3185 -2.9502
H -2.6954 2.8923 2.3984
C 1.0441 1.7767 -4.3359
C -1.8608 2.3336 2.8178
H 1.6228 -0.1454 6.1298
C 0.4760 2.6985 -5.1957
P 1.1442 -1.8156 -1.6997
H 4.2010 -0.1230 4.0815
C 1.8874 -0.2290 -2.3606
H -1.6580 0.5604 4.0294
C -1.1490 3.6875 -0.5797
C 1.7429 3.0396 0.6069
H -5.5843 -1.9005 2.1879
H 1.8837 -0.3617 -3.4474
C -3.4800 -1.5538 2.3674
H 2.3894 -1.5284 4.3181
H -3.8365 -3.6085 2.8557
H -0.5586 -0.0997 -3.8280
H -3.5324 -1.3846 3.4475
H 4.4563 5.0499 0.9149
C -0.1171 -2.0973 -3.0877
C 3.9086 -2.7853 -1.7941
C 1.4950 0.2445 5.1203
C -3.5404 4.8328 0.1428
H 1.0159 -4.5955 -2.3446
H -1.5047 2.8870 3.6866
H 3.3285 3.2463 2.0618
C 2.4957 -2.9808 -2.3379
S -1.4864 -4.3577 -0.6780
H -0.7926 4.4112 -5.4000
H -3.7242 1.0906 0.7741
H -4.1385 0.1996 4.2610
H 3.0854 -0.7765 -0.0014
H -3.3160 -3.3750 1.1986
H -3.6333 1.8236 4.6528
H -0.4011 5.6707 -0.7531
H -4.3022 2.8603 0.3358
P 1.6097 -0.4640 2.3032
H 0.6616 2.6118 -6.2566
Ge 0.0355 0.9563 -0.3029
H 3.5346 0.8784 0.4685
C 0.3972 -2.4849 -4.4755
C -3.1781 -4.8791 -4.1818
C 0.8139 1.8480 -2.9582
C 1.4906 -0.9256 4.1361
C 1.2448 3.5940 -0.5836
C 3.0625 5.1492 -0.7024
H 2.2999 0.9478 4.9312
N 0.0186 3.0208 -1.0682
C -3.4300 3.4562 0.1066
C -0.5319 3.8405 -3.3541
H 0.4313 -2.8084 4.0274
P -2.1057 -0.3688 1.8398
H -1.3132 -0.4617 -2.2743
C 0.0676 -3.1671 1.4756
C 3.4668 -0.5817 2.0745
O 2.7817 -3.3036 1.0584
C -1.0305 -0.8810 -3.2395
H 0.5161 1.5282 3.0514
H -2.1404 -3.2521 2.5170
H -3.9123 -5.6732 -4.0223
C 0.2701 -1.8027 4.4025
C 0.0528 2.9366 -2.4962
C -1.2574 5.0582 -0.5164
H 4.2650 1.2487 2.9665
H -3.6167 -4.0659 -4.7531
H -0.6171 -1.3982 3.9108
C -2.4542 5.6425 -0.1331
C 3.7405 -0.1787 0.6339
H 2.5378 -2.7331 -3.4039
H 2.6310 -3.7822 1.8805
N 1.2213 0.9799 -1.9880
C 2.0836 -4.4475 -2.1995
H 2.9328 -0.1850 -2.0358
S 0.1963 -4.5793 2.1791
C -2.3168 0.9322 3.2324
H 0.5499 0.7805 5.0949
C 2.9022 3.6104 1.1391
H 1.6747 1.0114 -4.7614
H -4.4911 5.2724 0.4067
S -2.0341 -2.3902 -0.6693
H 2.2338 1.8278 2.7943
H 4.5582 -3.5290 -2.2566
H -0.4543 -2.4613 -5.1563
H 2.6080 -5.0515 -2.9392
W -0.0583 -1.4016 0.6057
H 1.1321 -1.7800 -4.8606
H 3.9573 -2.9171 -0.7187
H 1.5059 4.9966 -2.1680
N 1.0288 1.9787 1.0893
C 4.3684 0.1702 3.0483
C -2.0590 -5.0993 -2.1447
```

Values from the calculation:
Expectation value of S² = 2.04
Total charge = 0
Highest occupied orbital energy (alpha / beta) = -0.258 / -0.260 Ha
Multiplicity = 3
Total energy = -184213.90309 eV
Kohn-Sham gap (alpha / beta) = 0.266 / 0.206 Ha

2.
Formula: C2H3NOS
Source: OMol25
Level of theory: ωB97M-V with the def2-TZVPD basis set

```
8
Properties=species:S:1:pos:R:3
N -1.3239 0.7825 0.0864
C -0.0589 1.0771 0.0158
H 0.3396 2.1927 0.6856
O -1.2693 -0.5782 -0.3577
C -0.0241 -1.0741 0.3430
H -0.1951 -2.1828 -0.0351
S 1.2518 0.0088 -0.1309
H -0.2542 -1.0207 1.5485
```

Values from the calculation:
Energy relative to the best compared isomer or geometry (same formula, charge and spin) = 4.347 eV
Total charge = 0
Highest occupied orbital energy = -0.348 Ha
Total energy = -16490.85165 eV
Kohn-Sham gap = 0.369 Ha

3.
Formula: C4H12NOPS
Source: OMol25
Level of theory: ωB97M-V with the def2-TZVPD basis set

```
20
Properties=species:S:1:pos:R:3
C -0.5732 1.7307 -1.4430
H -2.7435 1.1095 -0.5249
H 1.9685 -0.7258 -1.9644
H -0.7065 1.0881 -2.2905
C 2.7652 -0.9985 -1.3874
H -2.2120 2.4793 0.5751
H -2.1343 0.6712 1.1230
H -0.2964 -0.3519 2.2355
H 3.1335 -1.8952 -1.7448
O -0.6010 -2.0871 1.2537
C -2.1365 1.3393 0.2856
S 2.0882 -1.2831 0.2963
H -1.1476 2.5419 -1.8022
C -0.2746 -1.3252 2.4366
N -0.7665 1.1642 -0.1242
H -1.0758 -1.6858 2.9863
P 0.1733 -1.9045 -0.1581
H 3.4360 -0.0289 -1.2696
H 0.6200 -1.7190 3.0387
H 0.4832 1.8807 -1.5216
```

Values from the calculation:
Expectation value of S² = 2.01
Energy relative to the best compared isomer or geometry (same formula, charge and spin) = 0.258 eV
Total charge = 0
Highest occupied orbital energy (alpha / beta) = -0.229 / -0.333 Ha
Multiplicity = 3
Total energy = -27999.85841 eV
Kohn-Sham gap (alpha / beta) = 0.260 / 0.325 Ha

4.
Formula: C6H16N2
Source: OMol25
Level of theory: ωB97M-V with the def2-TZVPD basis set

```
24
Properties=species:S:1:pos:R:3
H 0.8511 1.1230 0.8555
N 1.4100 0.3322 0.5663
H -1.9444 -1.0568 0.4499
H 1.9356 1.1060 -1.2835
C 1.4012 0.2456 -0.8791
C 0.9956 -0.8671 1.3058
H -0.0199 0.7159 -2.4743
C 0.0059 0.1332 -1.5518
C -2.1045 -0.5467 -0.5069
H 1.0760 -1.7404 0.6819
H 1.9986 -0.6301 -1.1374
H -1.7838 1.9872 -2.1214
H -1.1117 2.6131 -0.6048
H 1.2746 -1.0045 3.4733
N -1.1092 0.5162 -0.6868
C 1.8462 -1.1072 2.5650
H -0.1508 -0.8728 -1.9202
H -2.0709 -1.2929 -1.3061
H 2.6966 -0.4269 2.5982
H 2.3349 -2.0794 2.5110
H -2.6754 1.8995 -0.5951
H -3.1130 -0.1343 -0.4523
C -1.6864 1.8024 -1.0480
H -0.0564 -0.7152 1.5607
```

Values from the calculation:
Energy relative to the best compared isomer or geometry (same formula, charge and spin) = 1.643 eV
Total charge = 0
Highest occupied orbital energy = -0.306 Ha
Total energy = -9460.43116 eV
Kohn-Sham gap = 0.343 Ha